# C16H21F3K2NO19S2

A structure of composition C16H21F3K2NO19S2 in a non-equilibrium geometry (ωB97M-V with the def2-TZVPD basis set, OMol25).

XYZ file:
```
64
C16H21F3K2NO19S2 ωB97M-V with the def2-TZVPD basis set
K -6.98358 19.92489 5.92544
K -4.94746 20.93493 7.37862
N -5.54104 19.13424 7.06634
S -6.46394 18.16198 8.11305
O -6.23058 18.16375 9.50585
O -6.88613 16.85270 7.61262
F -7.79598 19.04860 7.83950
S -4.35491 18.20432 6.89378
O -4.51807 17.19275 5.85980
O -3.71642 17.67072 8.08562
F -3.39051 19.41392 6.33687
C -0.16429 19.00050 6.73246
C -1.48839 19.57921 6.50214
O -2.07010 19.31040 7.81715
C -1.22825 18.97098 8.68729
O -1.48970 18.80461 9.85969
O -0.08125 18.64680 8.10015
H 0.64330 19.67587 6.45002
H -0.06040 18.02682 6.25367
H -1.96829 19.03592 5.68813
H -1.61097 20.58544 6.10143
C -3.26979 19.65866 9.45990
C -3.25331 19.10942 10.89086
O -4.59722 19.26052 11.33542
C -5.25320 19.98756 10.45659
O -6.32633 20.52936 10.73866
O -4.54990 20.22396 9.30910
H -3.17265 18.83432 8.75341
H -2.38845 20.25482 9.22340
H -2.70051 19.82748 11.49659
H -2.95912 18.06259 10.81543
C -4.75672 14.93136 5.73859
C -4.58769 15.23980 7.23443
O -5.05447 13.95613 7.77038
C -5.74885 13.20284 6.97384
O -6.52828 12.26101 7.22399
O -5.27106 13.60019 5.79191
H -3.85081 14.94178 5.13251
H -5.41020 15.55065 5.12415
H -5.36200 15.94208 7.54317
H -3.54515 15.42979 7.48964
C -3.53901 16.10738 9.42266
C -4.88354 16.24797 9.99204
C -6.02094 15.41155 9.38768
O -6.57726 14.78442 10.61978
C -5.69830 14.94528 11.70831
O -5.85573 14.50357 12.79154
O -4.66037 15.80809 11.27741
H -3.30670 15.04262 9.44336
H -2.71475 16.52863 9.99820
H -3.55468 16.41149 8.37605
H -5.16803 17.29957 9.95617
H -5.44524 14.79397 8.69828
H -6.61180 16.12555 8.81394
C -7.46271 15.75224 6.39208
C -8.17644 15.12839 7.61488
O -9.34324 14.42521 7.08133
C -9.30350 14.43223 5.79625
O -10.14372 13.87183 5.09020
O -8.17762 15.12551 5.33071
F -8.41127 16.12144 8.50429
H -6.37714 15.67856 6.45685
H -7.68660 16.81512 6.48290
H -7.68332 14.28786 8.10319
```

Computed properties:
LUMO energy	-4.98	eV
E	-119759.724	eV
charge	+1